(1)
Entry from the OMol25 dataset: a molecular structure, C25H30Cl2GeN5NaO5S (ωB97M-V/def2-TZVPD).

Each line ends with the natural charge from an NBO analysis.
Cartesian coordinates (Å):
1 Na 9.708 10.100 10.682  0.934
2 O 8.347 14.660 11.022  -0.604
3 C 8.680 13.498 11.111  0.793
4 O 9.065 12.660 10.102  -0.837
5 C 8.466 12.712 12.389  0.058
6 C 7.913 13.381 13.481  -0.212
7 C 7.409 12.596 14.538  -0.202
8 C 7.311 11.215 14.375  -0.210
9 C 7.884 10.668 13.219  0.111
10 N 8.581 11.391 12.392  -0.436
11 C 7.940 9.170 13.211  0.735
12 O 7.379 8.565 14.143  -0.687
13 O 8.538 8.725 12.152  -0.775
14 H 7.914 14.464 13.388  0.237
15 H 7.119 13.122 15.436  0.204
16 H 6.916 10.417 15.077  0.275
17 Cl 11.836 5.519 8.126  -0.028
18 C 12.631 6.493 9.318  -0.208
19 C 13.901 6.176 9.781  -0.189
20 C 14.328 6.710 10.977  -0.158
21 Cl 15.784 6.142 11.594  -0.032
22 C 13.714 7.862 11.524  -0.093
23 C 14.364 8.646 12.520  -0.158
24 C 13.723 9.755 13.047  -0.261
25 C 12.519 10.148 12.439  0.019
26 N 11.911 9.420 11.506  -0.435
27 C 12.475 8.288 11.064  0.100
28 C 11.863 7.610 9.865  0.417
29 O 10.716 8.004 9.466  -0.750
30 H 14.447 5.399 9.297  0.216
31 H 15.362 8.368 12.816  0.214
32 H 14.200 10.390 13.804  0.207
33 H 11.930 10.856 12.917  0.179
34 N 9.105 5.725 10.739  -0.744
35 N 8.296 6.221 11.839  -0.734
36 H 9.792 5.061 11.119  0.314
37 H 9.723 6.433 10.226  0.365
38 H 8.430 7.307 11.985  0.393
39 H 7.392 6.211 11.382  0.300
40 S 13.674 13.593 8.333  -0.445
41 C 13.326 14.521 6.987  0.070
42 N 13.055 15.058 5.966  -0.607
43 C 4.637 14.912 9.528  -0.610
44 C 5.341 14.444 8.289  -0.401
45 C 6.201 13.192 8.513  -0.401
46 C 7.352 12.768 7.585  -0.852
47 Ge 9.162 13.181 8.275  1.531
48 C 9.650 15.167 7.937  -0.784
49 C 9.188 15.673 6.570  -0.405
50 C 9.944 16.967 6.247  -0.415
51 C 9.626 17.461 4.825  -0.606
52 H 3.983 15.767 9.264  0.201
53 H 5.368 15.216 10.313  0.218
54 H 4.033 14.133 10.024  0.203
55 H 5.991 15.239 7.813  0.202
56 H 4.604 14.156 7.528  0.187
57 H 5.550 12.255 8.556  0.199
58 H 6.603 13.336 9.569  0.197
59 H 7.259 13.152 6.580  0.229
60 H 7.296 11.691 7.397  0.231
61 H 10.231 12.473 7.624  -0.151
62 H 10.769 15.111 7.935  0.263
63 H 9.242 15.710 8.741  0.225
64 H 8.107 15.932 6.525  0.179
65 H 9.368 14.892 5.801  0.202
66 H 11.009 16.685 6.292  0.249
67 H 9.764 17.816 6.942  0.186
68 H 10.270 16.966 4.063  0.213
69 H 9.779 18.568 4.728  0.193
70 H 8.599 17.200 4.570  0.185

Forces on the atoms, in the same order (eV/Å):
0.234 -0.671 -0.017
0.550 -0.620 -0.339
0.088 -1.257 -0.752
-0.006 1.411 0.119
-0.705 0.599 1.016
0.253 -0.597 -0.584
0.088 0.208 -0.323
-0.338 0.113 0.588
0.361 0.450 2.684
-0.085 -0.036 -2.341
0.257 -1.460 -1.670
0.683 0.351 -0.977
-0.659 1.681 1.778
-0.220 -0.175 0.558
-0.287 -0.203 0.196
0.343 1.513 -0.727
0.187 0.023 -0.350
-1.209 1.890 0.587
-1.281 -0.074 1.046
-0.626 0.775 -1.587
1.893 -0.600 0.832
1.206 -0.156 1.212
-0.797 0.319 0.133
0.881 -0.159 -0.841
0.040 -2.665 -0.019
-0.092 0.818 0.491
-0.003 -0.064 -2.132
-0.842 0.024 0.392
1.357 -0.388 0.116
0.331 -0.489 -0.147
0.057 -0.057 0.258
-0.253 -0.328 -0.294
-0.885 1.795 0.338
2.026 0.007 -0.840
-0.061 1.032 -0.732
-0.482 0.351 -0.033
-1.551 -0.711 1.151
0.243 -2.597 -0.181
-0.488 -0.133 0.424
-0.152 0.440 -0.148
-0.415 0.128 -1.562
0.337 -0.464 1.699
-0.004 0.623 0.983
1.038 -0.501 -1.867
-0.173 -1.301 2.053
0.208 -0.190 0.169
-1.494 3.021 0.330
0.512 -2.545 -0.512
-0.427 0.368 0.295
0.725 -0.050 -0.839
0.633 0.357 -0.387
0.262 -0.364 0.420
-0.396 0.064 -0.600
0.083 0.143 -0.502
-0.721 -0.569 0.686
-0.034 0.366 -0.064
0.350 1.382 0.292
-0.380 -0.494 -1.158
0.039 0.618 -0.353
0.071 0.005 0.334
1.375 -1.492 -0.485
-0.870 0.320 0.283
-0.152 0.929 0.965
0.325 -0.497 0.241
0.075 0.602 0.142
-0.186 0.446 0.103
-0.104 -0.877 0.006
-0.327 0.275 0.534
-0.213 -0.938 -0.004
-0.191 0.276 -0.082

charge = -2
largest force on an atom = 3.4 eV/Å
Kohn-Sham gap = 5.8 eV
highest occupied orbital energy = -2.20 eV

***

(2)
Entry from the OMol25 dataset: a molecular structure, C24H35ClNO4P2Tc (ωB97M-V/def2-TZVPD).

Each line ends with the natural charge from an NBO analysis.
Cartesian coordinates (Å):
1 C 0.154 3.270 -2.255  -0.755
2 C -0.184 2.132 -1.311  0.729
3 H 0.035 4.271 -1.747  0.304
4 H -0.581 3.136 -3.077  0.320
5 H 1.148 3.215 -2.745  0.287
6 O -1.063 2.230 -0.396  -0.445
7 Cl -0.372 0.230 -2.614  -0.294
8 Tc 0.125 -0.475 0.137  0.240
9 P -2.282 -0.331 -0.120  1.058
10 C -3.260 0.018 1.375  -0.945
11 C -3.226 0.672 -1.321  -0.928
12 H -4.251 0.307 -1.353  0.262
13 H -3.900 -1.989 -0.773  0.260
14 H -2.772 0.579 -2.302  0.261
15 H -2.326 -2.265 -1.561  0.254
16 H -3.055 1.036 1.710  0.260
17 H -3.213 1.719 -1.027  0.253
18 C -2.818 -2.001 -0.625  -0.938
19 H -4.326 -0.078 1.153  0.261
20 H -2.551 -2.732 0.138  0.233
21 H -2.995 -0.668 2.179  0.234
22 P 2.214 0.307 0.068  1.111
23 C 3.051 0.678 1.645  -0.949
24 C 3.254 -1.089 -0.523  -0.929
25 H 2.444 1.390 -2.063  0.259
26 H 3.889 1.536 -1.034  0.273
27 H 2.473 2.577 -0.729  0.247
28 C 2.801 1.595 -1.057  -0.947
29 H 2.780 -1.566 -1.386  0.251
30 H 4.229 -0.680 -0.820  0.257
31 H 4.114 0.879 1.433  0.256
32 H 2.962 -0.190 2.318  0.252
33 H 3.378 -1.822 0.279  0.247
34 H 2.589 1.551 2.125  0.256
35 C -0.029 0.085 1.916  0.617
36 O -0.151 0.253 3.081  -0.529
37 C -1.098 -2.005 5.968  -0.682
38 C 0.295 -2.383 5.529  0.224
39 C 1.372 -1.590 5.933  -0.205
40 C 2.685 -1.856 5.539  -0.082
41 C 2.931 -2.958 4.699  0.019
42 C 1.855 -3.735 4.230  0.077
43 N 2.150 -4.740 3.328  -0.379
44 C 1.545 -5.265 2.210  0.202
45 C 1.713 -6.624 1.973  -0.140
46 C 1.071 -7.247 0.867  -0.156
47 C 0.253 -6.468 0.021  -0.102
48 C 0.087 -5.094 0.270  -0.055
49 C 0.810 -4.440 1.285  -0.185
50 C 0.977 -2.971 1.250  0.759
51 O 1.688 -2.294 2.021  -0.652
52 O 0.227 -2.326 0.323  -0.656
53 C 0.540 -3.498 4.700  0.231
54 C -0.571 -4.397 4.253  -0.704
55 H -1.715 -1.709 5.113  0.279
56 H -1.589 -2.828 6.491  0.280
57 H -1.021 -1.159 6.647  0.264
58 H 1.158 -0.749 6.584  0.267
59 H 3.513 -1.222 5.851  0.275
60 H 3.930 -3.157 4.316  0.251
61 H 3.072 -5.173 3.486  0.437
62 H 2.294 -7.206 2.689  0.253
63 H 1.278 -8.312 0.729  0.275
64 H -0.201 -7.016 -0.821  0.272
65 H -0.597 -4.573 -0.372  0.252
66 H -0.870 -4.174 3.211  0.264
67 H -0.275 -5.460 4.298  0.268
68 H -1.451 -4.247 4.894  0.264

Forces on the atoms, in the same order (eV/Å):
1.133 0.242 -0.411
-7.477 1.658 3.115
-0.017 -1.262 -0.281
0.160 0.063 0.529
-0.622 -0.160 0.482
6.695 -1.659 -4.974
1.175 1.289 1.419
-3.489 3.962 -0.771
-2.008 -0.545 0.211
0.153 -0.101 0.055
0.522 0.152 -0.137
-0.014 -0.036 0.110
0.057 -0.128 0.003
-0.296 0.032 -0.043
-0.055 -0.032 -0.024
-0.037 0.007 0.011
-0.204 -0.040 0.001
0.049 0.028 0.098
0.117 0.012 0.035
-0.040 -0.009 -0.017
-0.012 -0.010 0.034
3.533 -0.454 0.651
0.065 0.255 0.048
-0.022 0.034 -0.142
0.063 -0.011 -0.139
-0.022 0.211 -0.067
0.101 0.198 -0.020
-0.245 0.064 0.147
0.172 0.018 0.024
-0.176 -0.259 0.071
-0.348 0.016 0.202
-0.034 0.329 -0.352
-0.009 0.159 -0.182
0.233 -0.166 -0.066
0.038 -1.157 2.529
0.289 0.000 -3.103
1.072 0.110 0.062
-0.953 1.145 0.970
1.517 0.554 0.236
-1.310 0.588 0.757
-0.287 -0.548 -0.727
-0.602 0.742 0.358
1.381 -1.202 -0.300
-0.404 1.864 -0.033
-0.541 -1.610 -1.289
0.964 1.020 1.224
0.514 -1.495 0.646
0.647 0.095 0.663
-0.616 -1.144 -0.777
-0.582 3.161 0.488
-0.877 -2.024 -1.139
1.485 -3.618 1.652
0.565 -1.955 -2.114
-0.377 0.117 0.373
0.020 -0.154 -0.045
-0.063 -0.091 -0.073
-0.178 -0.011 -0.034
0.160 -0.016 -0.098
-0.224 -0.122 0.021
-0.075 0.017 0.219
-0.580 0.034 0.217
-0.123 -0.017 -0.256
-0.377 0.385 -0.206
-0.027 0.768 0.386
0.168 0.571 -0.254
0.084 -0.056 0.443
-0.093 0.410 -0.064
0.287 -0.222 -0.350

charge = +3
largest force on an atom = 8.5 eV/Å
2S+1 = 4
Kohn-Sham gap (spin up / spin down) = 5.8 / 3.4 eV
highest occupied orbital energy (spin up / spin down) = -15.66 / -16.15 eV

***

no.,electronic energy (hartree)
1,-5178.5425
2,-2513.8619